[1]
DFT (ωB97M-V/def2-TZVPD) results for a molecular structure, C45H46As2N5O4S2Y in a non-equilibrium geometry.

Output
**Multiplicity**: 1

CARTESIAN COORDINATES (ANGSTROEM)
Y -0.12 1.28 0.15
C -0.02 3.15 -5.91
C 0.40 4.13 -4.83
N -0.40 4.02 -3.63
C -0.20 3.08 -2.67
S -1.20 3.25 -1.28
N 0.74 2.19 -2.93
N 1.04 1.29 -1.98
C 2.10 0.60 -2.17
C 3.00 0.76 -3.36
C 2.54 -0.28 -1.06
C 3.78 -0.91 -1.10
C 4.25 -1.57 0.02
C 3.45 -1.61 1.14
C 2.20 -1.01 1.08
N 1.74 -0.37 0.01
H 0.58 3.26 -6.81
H -1.07 3.29 -6.18
H 0.12 2.13 -5.54
H 0.31 5.16 -5.17
H 1.44 3.97 -4.56
H -1.13 4.68 -3.45
H 2.52 1.45 -4.05
H 3.17 -0.20 -3.85
H 3.97 1.18 -3.06
H 4.39 -0.85 -2.00
H 5.23 -2.04 0.02
H 3.75 -2.09 2.07
H 1.55 -1.04 1.93
C -1.85 -2.34 0.50
C -2.56 -1.77 -0.71
As -1.71 -0.20 -1.59
C -0.60 -1.12 -2.91
C -0.51 -0.65 -4.21
C 0.47 -1.12 -5.08
C 1.38 -2.07 -4.63
C 1.28 -2.57 -3.34
C 0.30 -2.09 -2.49
C -3.31 0.17 -2.67
C -3.78 -0.71 -3.63
C -4.99 -0.46 -4.29
C -5.72 0.67 -3.97
C -5.27 1.55 -3.00
C -4.06 1.30 -2.34
As -1.18 -1.05 1.89
C -2.86 -0.80 2.86
C -2.92 -1.05 4.23
C -4.09 -0.83 4.94
C -5.22 -0.35 4.29
C -5.17 -0.09 2.93
C -4.00 -0.31 2.22
C -0.56 -2.55 3.09
C 0.59 -2.40 3.85
C 1.10 -3.45 4.61
C 0.45 -4.67 4.64
C -0.75 -4.81 3.95
C -1.25 -3.76 3.20
H -0.96 -2.90 0.22
H -2.51 -3.04 1.01
H -3.55 -1.42 -0.43
H -2.70 -2.53 -1.48
H -1.20 0.12 -4.57
H 0.53 -0.73 -6.09
H 2.15 -2.43 -5.30
H 1.99 -3.31 -2.99
H 0.28 -2.46 -1.47
H -3.21 -1.60 -3.89
H -5.34 -1.15 -5.04
H -6.66 0.87 -4.49
H -5.84 2.43 -2.74
H -3.70 1.98 -1.59
H -2.05 -1.41 4.76
H -4.12 -1.03 6.00
H -6.13 -0.17 4.85
H -6.03 0.33 2.42
H -3.96 -0.02 1.18
H 1.13 -1.46 3.87
H 2.00 -3.31 5.19
H 0.85 -5.50 5.20
H -1.31 -5.74 4.00
H -2.21 -3.89 2.71
C 6.23 -0.24 3.78
C 5.08 0.60 3.31
C 3.94 0.75 4.07
C 2.87 1.52 3.62
C 2.97 2.15 2.39
C 4.12 2.03 1.61
C 5.16 1.25 2.08
S 1.52 2.94 1.70
O 1.44 4.33 2.06
O 1.70 2.66 0.26
N 0.34 2.03 2.18
C -0.81 2.64 2.82
C -2.13 2.17 2.18
O -3.18 2.39 2.72
O -2.01 1.52 1.06
H 6.15 -0.46 4.85
H 7.18 0.25 3.59
H 6.25 -1.20 3.25
H 3.86 0.26 5.04
H 1.97 1.62 4.20
H 4.18 2.52 0.65
H 6.05 1.14 1.46
H -0.78 3.72 2.74
H -0.87 2.39 3.88

[2]
DFT (ωB97M-V/def2-TZVPD) results for a molecular structure, C45H47N3O6P2SrTe in a non-equilibrium geometry.

Output
**Multiplicity**: 1
**Total charge**: -2

CARTESIAN COORDINATES (ANGSTROEM)
Sr 14.24 12.59 13.16
C 12.14 16.58 11.20
C 13.11 15.46 11.46
N 13.03 14.84 12.66
N 12.28 15.42 13.56
C 12.03 14.63 14.66
O 12.37 13.42 14.75
C 11.33 15.44 15.64
C 10.68 16.62 15.22
C 9.90 17.28 16.10
C 9.94 16.89 17.44
C 10.57 15.75 17.86
C 11.26 14.97 16.95
C 13.99 14.89 10.46
C 14.16 15.53 9.20
C 15.21 15.14 8.34
C 16.02 14.02 8.70
C 15.79 13.45 9.94
N 14.81 13.83 10.78
H 11.09 16.16 11.16
H 12.35 17.15 10.29
H 12.18 17.20 12.12
H 10.80 16.97 14.19
H 9.30 18.06 15.70
H 9.37 17.54 18.11
H 10.50 15.47 18.91
H 11.78 14.03 17.18
H 13.43 16.27 8.91
H 15.43 15.64 7.41
H 16.67 13.50 8.03
H 16.40 12.57 10.28
O 15.43 13.09 19.58
C 15.58 12.68 18.44
C 15.07 11.43 17.73
O 14.71 10.39 18.24
C 14.87 11.82 16.31
C 15.55 13.11 16.04
O 15.63 13.64 14.83
C 16.23 13.53 17.27
O 17.01 14.43 17.48
O 14.27 11.28 15.37
C 8.83 8.98 10.16
C 9.03 9.90 11.30
C 7.87 10.15 12.10
C 7.88 10.94 13.27
C 9.06 11.53 13.69
C 10.21 11.20 13.02
C 10.20 10.47 11.79
P 11.88 10.33 11.11
C 11.67 10.29 9.31
C 10.71 11.20 8.84
C 10.24 11.21 7.51
C 10.84 10.29 6.63
C 11.77 9.37 7.06
C 12.29 9.42 8.39
C 13.42 8.45 8.77
C 12.45 8.83 11.80
C 11.58 7.90 12.35
C 12.05 6.97 13.26
C 13.41 6.88 13.53
C 14.30 7.75 12.94
C 13.83 8.90 12.25
C 14.76 9.96 12.14
H 8.26 8.09 10.50
H 9.66 8.60 9.58
H 8.28 9.47 9.33
H 6.97 9.58 11.88
H 6.97 11.31 13.75
H 9.09 12.22 14.49
H 11.22 11.38 13.52
H 10.21 11.84 9.51
H 9.54 11.99 7.25
H 10.43 10.21 5.61
H 12.17 8.56 6.45
H 13.95 8.02 7.89
H 13.11 7.66 9.41
H 14.18 8.99 9.35
H 10.53 7.94 12.14
H 11.37 6.25 13.72
H 13.80 6.07 14.14
H 15.39 7.62 13.09
H 14.90 10.50 11.18
H 15.69 9.95 12.73
C 17.39 17.83 12.20
Te 18.83 16.33 12.90
C 19.11 15.27 11.07
H 16.53 17.84 12.87
H 17.04 17.64 11.15
H 17.92 18.82 12.26
H 20.08 14.72 11.14
H 19.20 15.89 10.15
H 18.30 14.49 10.92
C 21.54 8.93 15.39
P 20.04 9.83 14.89
C 19.57 10.58 16.50
C 18.75 8.51 14.80
H 22.18 9.71 15.85
H 22.08 8.40 14.57
H 21.26 8.16 16.15
H 19.19 9.84 17.23
H 18.76 11.36 16.34
H 20.43 11.09 17.01
H 18.92 7.69 15.52
H 18.64 8.20 13.77
H 17.82 9.01 15.01

Number 1: electronic energy -7623.5285 Ha, orbital gap 7.3 eV. Number 2: electronic energy -3340.1105 Ha, orbital gap 4.6 eV.